# C27H19Cl2Co2O6

A molecular structure, C27H19Cl2Co2O6 (ωB97M-V with the def2-TZVPD basis set, the Open Molecules 2025 dataset).

Element x y z (Å)
O: 1.3663 4.0518 5.7975
C: 0.8123 3.2195 5.2195
Co: -0.0325 1.9196 4.3812
C: -1.5024 2.5273 5.1174
O: -2.4749 2.9280 5.5960
C: -0.4763 2.2648 2.7096
O: -0.8472 2.3596 1.6152
C: -0.6981 0.0545 4.6745
C: -1.0154 -0.7392 3.6022
C: -2.1770 -1.2981 3.0553
C: -2.4082 -1.2221 1.7066
C: -3.7608 -1.4378 1.1323
C: -4.8607 -1.1944 2.1803
C: -4.6159 -2.0126 3.4448
C: -3.2023 -1.8119 4.0322
Co: 0.7525 -0.4786 3.7439
C: 1.9174 0.9099 4.0708
O: 3.0209 1.2757 4.1916
C: 1.2719 -0.4096 2.0633
O: 1.6917 -0.2470 0.9930
C: 1.7142 -1.7770 4.5220
O: 2.3958 -2.5089 5.0995
H: -1.0924 -0.1381 5.6798
H: -1.5997 -0.8655 1.0811
H: -3.8969 -0.7878 0.2569
H: -3.8471 -2.4753 0.7692
H: -4.8623 -0.1325 2.4526
H: -5.8364 -1.4585 1.7630
H: -5.3529 -1.7521 4.2158
H: -4.7424 -3.0789 3.2185
H: -2.8561 -2.7591 4.4711
H: -3.2480 -1.1207 4.8862
Cl: 3.1749 -4.8569 -3.6684
C: 1.8116 -4.1588 -2.9125
C: 1.9336 -3.6742 -1.6014
C: 0.8835 -2.9748 -1.0439
C: -0.2850 -2.6875 -1.8097
C: -1.1030 -1.6335 -1.3112
C: -1.6864 -0.5997 -2.0860
C: -2.0386 0.6063 -1.3990
C: -2.4599 1.7335 -2.0792
C: -2.5678 1.6900 -3.4799
Cl: -3.0727 3.0806 -4.3324
C: -2.2714 0.5143 -4.1882
C: -1.7987 -0.5992 -3.5116
C: -0.4655 -3.3679 -3.0489
C: 0.5876 -4.0784 -3.6070
H: 2.8582 -3.8176 -1.0486
H: 0.9665 -2.5391 -0.0463
H: -0.9905 -1.4615 -0.2488
H: -1.9009 0.6464 -0.3162
H: -2.6949 2.6503 -1.5381
H: -2.3864 0.5027 -5.2690
H: -1.4817 -1.4622 -4.0864
H: -1.4322 -3.3162 -3.5576
H: 0.5103 -4.5346 -4.5909

As for the HOMO energy: -0.088 Ha. As for the orbital gap: 3.6454 eV. The net charge is -1. Its spin multiplicity is 1. The value obtained for the LUMO energy is 1.25 eV.

Atom charges from the Löwdin analysis, given in e for atoms 1 to 5:
1 O 0.13
2 C -0.16
3 Co 0.03
4 C -0.16
5 O 0.15



# C27H19Cl2NO5PTm

A molecular structure, C27H19Cl2NO5PTm (ωB97M-V with the def2-TZVPD basis set, the Open Molecules 2025 dataset).

Element x y z (Å)
Tm: -0.2482 -1.4803 0.9954
O: -1.7674 -1.4626 -1.4832
C: -1.3280 -0.4249 -0.9742
C: -1.6035 1.0063 -1.3646
C: -2.7368 1.7893 -1.6809
C: -2.6460 3.0640 -2.2132
C: -1.4103 3.6969 -2.3944
C: -0.2981 3.0590 -1.8952
C: -0.3884 1.7624 -1.3506
P: 0.9790 0.7910 -0.6795
C: 1.7569 0.1242 -2.1753
C: 2.5462 0.9357 -2.9584
C: 3.1105 0.4696 -4.1467
C: 2.9701 -0.8590 -4.4958
C: 2.2767 -1.7373 -3.6550
C: 1.6370 -1.2401 -2.5265
C: 2.1123 1.9874 0.0551
C: 3.5118 1.8518 0.0258
C: 4.3531 2.8264 0.5511
C: 3.8140 3.9198 1.2246
C: 2.4502 4.0138 1.3586
C: 1.6050 3.0698 0.7726
H: -3.7224 1.3180 -1.5286
H: -3.5536 3.6534 -2.4634
H: -1.3753 4.7211 -2.8200
H: 0.6878 3.5594 -1.9432
H: 2.7038 1.9922 -2.6989
H: 3.6577 1.1526 -4.7922
H: 3.4251 -1.2266 -5.4337
H: 2.1945 -2.8024 -3.8913
H: 1.0254 -1.9201 -1.9325
H: 3.9375 0.9391 -0.3949
H: 5.4331 2.7395 0.4984
H: 4.4534 4.6714 1.7013
H: 1.9965 4.8546 1.9291
H: 0.5164 3.1595 0.8810
O: -6.8419 -3.7910 3.5612
C: -5.6602 -4.2570 3.7766
O: -5.1480 -5.2595 4.3907
C: -4.6015 -3.3975 3.1368
C: -4.7736 -2.0518 2.7795
C: -3.7447 -1.2906 2.2365
N: -2.5064 -1.8146 2.0703
C: -2.3465 -3.1702 2.3378
C: -3.3393 -3.9401 2.9007
C: -0.9697 -3.5669 1.9205
O: 0.0028 -3.4797 2.7751
O: -0.8117 -3.6914 0.6204
H: -5.7356 -1.5409 2.9384
H: -3.8653 -0.2296 1.9592
H: -3.2097 -5.0354 3.1179
Cl: 1.2325 -0.1506 2.8035
C: 2.3882 -1.5561 2.3932
Cl: 2.3178 -2.2799 0.6404
H: 2.1651 -2.3624 3.0838
H: 3.3721 -1.1096 2.4571

As for the HOMO energy (spin up / spin down): -0.275 / -0.275 Ha. As for the orbital gap (spin up / spin down): 5.5230 / 5.5255 eV. Its spin multiplicity is 3. The value obtained for the LUMO energy (spin up / spin down) is -1.96 / -1.96 eV. Its expectation value of S² is 2.002. The calculation puts the relative energy (zero: lowest compared OMol25 entry of this formula, charge and spin) at 0.0 kcal per mole.

Atom charges from the Löwdin analysis, given in e for atoms 1 to 5:
1 Tm 1.21
2 O -0.03
3 C -0.44
4 C -0.19
5 C -0.03



# C27H19ClF9MgNO7S2

A molecular structure, C27H19ClF9MgNO7S2 (ωB97M-V with the def2-TZVPD basis set, the Open Molecules 2025 dataset).

Element x y z (Å)
Mg: -0.0194 -0.2325 1.1955
F: 6.1550 2.4715 0.4172
C: 4.8730 2.8108 0.1987
F: 4.5596 2.4172 -1.0377
F: 4.8018 4.1465 0.2392
S: 3.7852 1.9999 1.4707
O: 3.8170 0.6237 1.1053
O: 4.3521 2.4393 2.7077
N: 2.4050 2.7201 1.2705
S: 1.1236 2.3407 0.5194
O: -0.0582 2.4996 1.3050
O: 1.1147 1.0934 -0.2115
C: 1.0153 3.6862 -0.7487
F: -0.0793 3.5284 -1.4908
F: 2.0758 3.6867 -1.5598
F: 0.9475 4.8779 -0.1503
C: -5.9262 -2.9998 3.2460
O: -6.3552 -2.2371 2.1413
C: -5.4031 -1.4812 1.5002
C: -5.8560 -0.8127 0.3490
C: -4.9544 -0.0376 -0.3412
C: -3.6128 0.0957 0.0427
C: -2.6504 0.8402 -0.7714
C: -3.1196 2.0205 -1.6069
O: -1.4523 0.6005 -0.7613
C: -3.1526 -0.5790 1.2177
O: -1.9649 -0.4784 1.6458
C: -4.1064 -1.3695 1.9311
H: -6.7874 -3.5835 3.5666
H: -5.5952 -2.3596 4.0704
H: -5.1063 -3.6722 2.9793
H: -6.8824 -0.9304 0.0298
H: -5.2945 0.4634 -1.2388
H: -4.1693 2.0013 -1.8886
H: -2.4868 2.1070 -2.4888
H: -2.9614 2.9085 -0.9889
H: -3.7355 -1.8735 2.8119
F: 0.5310 -9.8634 0.1400
C: 1.3964 -9.1258 0.8648
F: 1.3275 -9.6021 2.1328
F: 2.6347 -9.4647 0.4286
C: 1.1357 -7.6646 0.7812
C: 1.8928 -6.7972 1.5659
C: 1.6916 -5.4349 1.4873
C: 0.7309 -4.8905 0.6153
C: -0.0309 -5.7854 -0.1542
C: 0.1708 -7.1504 -0.0767
C: 0.5385 -3.4889 0.5221
C: 0.4105 -2.2768 0.3839
H: 2.6418 -7.1881 2.2446
H: 2.2765 -4.7603 2.0977
H: -0.7871 -5.3828 -0.8139
H: -0.4286 -7.8163 -0.6836
Cl: -1.7096 4.1645 6.6298
C: -0.9829 2.8965 5.6457
C: 0.3378 3.0080 5.2464
C: 0.9046 2.0032 4.4836
C: 0.1832 0.8592 4.0835
C: 0.7826 -0.1615 3.2414
C: -1.1574 0.7950 4.5181
C: -1.7355 1.7919 5.2822
H: 0.9208 3.8765 5.5269
H: 1.9382 2.1074 4.1723
H: 0.3734 -1.1593 3.4332
H: 1.8684 -0.1792 3.3272
H: -1.7612 -0.0512 4.2132
H: -2.7715 1.7134 5.5885

As for the HOMO energy: -0.062 Ha. As for the orbital gap: 5.8509 eV. The net charge is -2. Its spin multiplicity is 1. The value obtained for the LUMO energy is 4.18 eV. The calculation puts the relative energy (zero: lowest compared OMol25 entry of this formula, charge and spin) at 6.3 kcal per mole.

Atom charges from the Löwdin analysis, given in e for atoms 1 to 5:
1 Mg 0.60
2 F 0.11
3 C -0.67
4 F 0.12
5 F 0.12



# C27H20BrClIN2O3Sn

A molecular structure, C27H20BrClIN2O3Sn (ωB97M-V with the def2-TZVPD basis set, the Open Molecules 2025 dataset).

Element x y z (Å)
Sn: 0.7693 -1.0492 -0.2302
O: -4.3730 0.3467 0.2489
C: -4.3619 -0.7588 1.0708
C: -5.4819 -1.1743 1.7694
C: -5.3943 -2.2857 2.5946
C: -4.1968 -2.9728 2.7228
C: -3.0827 -2.5458 2.0158
C: -3.1546 -1.4392 1.1833
C: -1.9706 -0.9650 0.3855
O: -0.8660 -1.7842 0.5631
N: -1.5853 0.3949 0.8644
N: -0.3986 0.8003 0.2760
C: -0.2248 2.0280 -0.0330
C: 1.0263 2.6049 -0.5009
Br: 2.5949 1.6930 0.0319
C: 1.0936 3.7506 -1.1846
C: -0.0605 4.4775 -1.7205
C: -1.1276 3.8067 -2.3217
C: -2.2090 4.5191 -2.8180
C: -2.2324 5.9021 -2.7204
C: -1.1631 6.5784 -2.1446
C: -0.0771 5.8726 -1.6600
H: -5.2698 0.6919 0.1841
H: -6.4159 -0.6329 1.6725
H: -6.2700 -2.6110 3.1399
H: -4.1314 -3.8377 3.3675
H: -2.1430 -3.0750 2.0924
H: -2.2445 -0.9006 -0.6790
H: -2.3433 1.0498 0.6779
H: -1.0579 2.7193 0.0829
H: 2.0726 4.1804 -1.3680
H: -1.0865 2.7312 -2.4498
H: -3.0243 3.9945 -3.2980
H: -3.0742 6.4569 -3.1122
H: -1.1743 7.6580 -2.0826
H: 0.7605 6.3995 -1.2197
I: 0.8052 -3.9436 -1.4382
C: 2.8528 -3.7164 -1.1491
C: 3.6623 -4.5914 -1.8179
C: 5.0413 -4.6418 -1.5444
C: 5.5578 -3.8580 -0.5600
C: 4.7397 -2.9443 0.1474
C: 5.2974 -2.1950 1.2084
C: 4.5395 -1.3200 1.9236
C: 3.2076 -1.0860 1.5378
C: 2.6303 -1.7766 0.5001
C: 3.3602 -2.7992 -0.1837
H: 3.2407 -5.2751 -2.5417
H: 5.6673 -5.3346 -2.0893
H: 6.6045 -3.9256 -0.2927
H: 6.3410 -2.3476 1.4529
H: 4.9616 -0.7744 2.7564
H: 2.6502 -0.3257 2.0649
Cl: 0.7111 -0.3879 -2.4466
O: -0.2408 -0.8462 4.0161
C: 0.2481 -0.5345 3.0556

As for the HOMO energy: -0.411 Ha. As for the orbital gap: 7.7563 eV. The net charge is +1. Its spin multiplicity is 1. The value obtained for the LUMO energy is -3.42 eV. The calculation puts the relative energy (zero: lowest compared OMol25 entry of this formula, charge and spin) at 0.0 kcal per mole.

Atom charges from the Löwdin analysis, given in e for atoms 1 to 5:
1 Sn 0.80
2 O 0.04
3 C -0.26
4 C -0.01
5 C -0.07



no.,strongest force on any atom (hartree/bohr)
1,0.0839
2,0.0633
3,0.0209
4,0.0096